{"formula": "C2H2FN", "method": "ωB97M-V with the def2-TZVPD basis set", "orbital_gap_ev": [9.56, 9.79], "energy_ha": -231.83903, "lumo_ev": [-0.10, -1.42], "species": ["C", "C", "N", "F", "H", "H"], "coordinates": [[0.066037, -0.908717, 0.148766], [0.367580, 0.386372, 0.476862], [-0.014116, -2.029186, -0.096276], [1.413966, 1.056514, -0.086962], [-1.645612, 0.489334, -1.691497], [-0.187856, 1.005683, 1.249108]], "forces_ev_per_a": [[0.933, 0.460, -0.026], [-0.147, 2.850, 1.132], [-0.434, -1.203, -0.286], [-1.154, -1.137, 0.426], [-0.016, 0.065, -0.005], [0.820, -1.035, -1.242]]}

---

{"formula": "C50H47CaN3OP2S2", "method": "ωB97M-V with the def2-TZVPD basis set", "orbital_gap_ev": 7.66, "energy_ha": -4329.75703, "lumo_ev": 0.40, "species": ["Ca", "S", "C", "C", "C", "C", "C", "N", "H", "H", "H", "H", "C", "C", "P", "C", "C", "C", "C", "C", "C", "C", "C", "C", "C", "C", "C", "P", "C", "C", "C", "C", "C", "C", "C", "C", "C", "C", "C", "C", "H", "H", "H", "H", "H", "H", "H", "H", "H", "H", "H", "H", "H", "H", "H", "H", "H", "H", "H", "H", "H", "H", "H", "H", "S", "C", "C", "C", "C", "C", "C", "N", "C", "C", "C", "C", "C", "C", "C", "H", "H", "H", "H", "H", "H", "H", "H", "O", "C", "C", "C", "C", "C", "C", "N", "H", "H", "H", "H", "H", "H", "H", "H", "H", "H", "H"], "coordinates": [[0.543286, -24.055979, 0.906316], [-1.189326, -24.771257, 3.294600], [-0.326956, -26.278311, 2.867468], [-0.499938, -27.524790, 3.578955], [-0.038344, -28.695750, 3.034563], [0.844545, -28.666316, 1.899004], [1.020387, -27.441935, 1.290726], [0.446174, -26.308770, 1.762360], [-1.110088, -27.604456, 4.444245], [-0.262186, -29.533694, 3.587198], [1.220369, -29.510802, 1.315197], [1.663266, -27.305868, 0.424418], [3.838704, -22.561246, 3.229389], [2.810510, -21.772514, 4.014436], [1.271695, -21.369262, 2.951770], [1.842834, -19.718082, 2.459052], [1.717705, -18.469255, 3.154289], [2.061044, -17.288590, 2.597655], [2.670362, -17.226331, 1.336101], [3.033600, -18.442530, 0.741019], [2.543401, -19.658979, 1.240683], [0.146271, -20.936704, 4.262306], [0.149607, -21.513738, 5.495416], [-0.905381, -21.299633, 6.409741], [-1.930295, -20.484006, 6.061250], [-1.968972, -19.860406, 4.815564], [-0.947005, -20.078475, 3.986198], [3.221130, -24.224728, 2.596387], [4.741295, -24.784907, 1.784896], [6.027762, -24.149223, 1.878308], [7.125228, -24.760843, 1.299950], [6.956816, -25.878892, 0.541055], [5.717043, -26.456398, 0.374539], [4.604064, -25.953718, 1.074481], [3.253469, -25.259246, 4.120213], [2.143286, -25.122262, 4.904813], [1.987578, -25.924936, 6.001746], [2.950683, -26.952360, 6.294128], [4.068779, -27.128613, 5.445303], [4.296765, -26.214755, 4.355612], [4.817233, -22.707165, 3.802355], [4.135056, -21.948391, 2.310288], [3.178642, -20.827136, 4.334589], [2.539013, -22.356969, 4.923304], [1.284340, -18.514334, 4.187838], [1.855960, -16.345166, 3.117429], [2.989639, -16.266002, 0.992743], [3.392295, -18.504226, -0.294707], [2.527327, -20.580440, 0.629460], [1.009047, -22.229208, 5.687828], [-0.787436, -21.748494, 7.439826], [-2.742225, -20.289623, 6.764908], [-2.857708, -19.268305, 4.517965], [-1.090239, -19.704334, 2.914793], [6.040784, -23.142429, 2.265147], [8.092958, -24.305446, 1.408894], [7.827509, -26.139103, -0.041716], [5.571841, -27.222194, -0.338596], [3.574855, -26.417255, 1.021129], [1.265022, -24.585292, 4.419789], [1.134524, -25.837585, 6.614553], [2.796803, -27.567600, 7.169715], [4.752339, -27.985029, 5.607223], [5.246167, -26.180249, 3.751906], [-0.591346, -19.752698, -1.137392], [-1.779178, -20.049300, 0.094438], [-2.853855, -19.230640, 0.353299], [-3.657686, -19.607858, 1.410061], [-3.499453, -20.848389, 2.047463], [-2.490110, -21.705422, 1.689927], [-1.575629, -21.283463, 0.685830], [-0.540764, -22.027642, 0.184632], [0.074417, -21.373894, -0.778685], [1.216354, -21.958381, -1.474571], [1.599703, -21.389544, -2.700647], [2.755363, -21.847602, -3.329925], [3.488410, -22.857740, -2.818805], [3.081441, -23.387550, -1.637296], [1.942659, -22.968926, -0.931393], [-2.977289, -18.358804, -0.238087], [-4.466553, -18.998407, 1.755964], [-4.163802, -21.099304, 2.845473], [-2.412679, -22.612400, 2.281218], [1.089418, -20.483725, -3.018732], [3.003828, -21.398531, -4.260794], [4.370308, -23.224814, -3.364587], [3.655673, -24.169843, -1.134854], [-1.066797, -24.906401, -0.485571], [-2.126988, -25.078797, -0.993483], [-3.003383, -23.999387, -1.523532], [-4.444905, -24.091852, -0.923025], [-4.399098, -24.738095, 0.499776], [-4.355754, -26.274534, 0.741155], [-3.002144, -26.872115, 0.333990], [-2.781110, -26.265468, -0.942330], [-3.062945, -23.923769, -2.578090], [-2.562794, -23.038464, -1.205147], [-5.211217, -24.527028, -1.563383], [-4.796667, -23.053074, -0.879330], [-5.286213, -24.433139, 1.025257], [-3.641278, -24.260540, 1.153379], [-5.205154, -26.612861, 0.169923], [-4.490296, -26.432141, 1.854575], [-2.852068, -27.923723, 0.318795], [-2.274531, -26.442460, 1.009557], [-3.593216, -26.264246, -1.523162]], "forces_ev_per_a": [[0.225, 0.291, 0.393], [1.009, -0.965, -0.444], [-0.312, -0.744, 0.118], [0.035, 0.811, -1.514], [1.920, 2.041, -1.414], [-1.104, 0.152, -0.432], [-0.412, 0.361, 1.281], [0.163, 0.099, 0.107], [-0.414, 0.365, 0.648], [-0.303, -2.195, 0.727], [-0.107, -0.115, 0.840], [-0.202, -0.163, -0.034], [1.388, 0.421, -0.818], [-0.934, -1.415, 0.052], [1.321, -0.195, 0.627], [0.927, 1.733, -0.888], [-1.167, -2.759, 1.648], [0.360, 1.616, -0.654], [0.774, -1.528, 0.899], [-1.201, 0.125, -1.163], [-0.972, -0.269, 0.385], [-1.601, 0.972, 0.135], [1.049, -1.585, 0.900], [1.907, -0.989, 1.216], [-1.364, 0.684, 0.829], [-1.609, 0.321, 1.202], [0.931, 0.019, -4.001], [0.637, 0.967, 0.564], [1.161, 0.773, 0.258], [-1.852, -0.652, -0.419], [-0.501, 1.406, 1.051], [0.324, -0.423, -0.937], [-0.773, 0.450, 0.630], [-0.239, -0.720, -0.769], [2.444, -0.529, -1.353], [-1.832, -0.009, -1.093], [1.812, -1.711, 0.626], [-0.250, 1.460, -1.253], [0.070, 0.714, -0.552], [-1.036, 0.118, 1.277], [-1.425, 0.147, -0.472], [-0.386, -0.839, 0.897], [0.477, 0.749, 0.353], [0.153, 0.409, -0.754], [0.293, 0.252, -1.115], [0.093, -0.448, -0.069], [0.037, 0.289, -0.605], [0.356, 0.381, 0.556], [0.530, 0.579, 0.188], [-1.585, 0.962, 0.397], [-0.505, 0.496, -1.339], [0.207, -0.154, -0.110], [0.818, -0.351, 0.208], [0.602, -0.249, 1.561], [0.488, -0.142, 0.347], [0.263, 0.133, -0.135], [-0.077, -0.723, -0.095], [-0.012, -0.930, -0.477], [1.428, 0.371, -0.122], [1.023, -0.240, 1.249], [-0.915, 0.057, 0.631], [0.046, -0.185, -0.119], [-0.358, 0.773, 0.003], [-1.310, -0.426, 0.697], [0.434, -1.327, 0.316], [0.374, 0.196, -1.090], [-0.009, -0.408, 1.164], [-0.435, -0.294, -0.094], [0.346, 0.707, -0.614], [0.374, 0.170, -0.068], [-1.282, -0.739, 1.274], [0.495, 1.184, -0.877], [-0.549, -0.381, 0.521], [-0.127, 1.797, -1.800], [0.635, 0.389, 0.593], [-2.048, 1.785, -0.898], [1.462, -1.050, -0.445], [-0.177, -1.075, 1.835], [0.438, -1.833, 1.666], [-0.311, 0.815, -0.130], [-0.358, 0.442, -0.108], [-0.288, -0.206, 0.367], [0.439, -0.159, -0.500], [0.012, -0.224, -0.544], [0.372, 0.342, -0.660], [-0.350, 0.162, 0.383], [0.168, 0.036, -0.442], [2.383, 0.362, 1.006], [-2.604, -0.635, -0.921], [-0.668, 1.626, 0.548], [0.916, 0.147, 0.733], [-0.006, 0.619, 0.951], [0.350, 0.484, 1.319], [-0.586, 1.367, 0.494], [1.223, -0.599, -1.491], [0.188, -0.268, -1.278], [-0.073, -0.419, -0.056], [0.284, -0.676, -0.185], [0.096, -0.139, 0.517], [-0.775, 0.212, 0.070], [0.184, -0.150, -0.713], [-0.298, -0.985, -0.068], [-0.256, 0.037, -1.255], [-0.360, -1.007, 0.060], [0.343, -0.081, 0.243], [-0.466, -0.071, -0.177]]}